Entry 1:
This record from the OMol25 dataset describes C36H46Br2N2OP2Pt as an isolated structure in a non-equilibrium geometry. The level of theory is wB97M-V/def2-TZVPD.

As for the HOMO energy: -6.8 eV. The max |F| comes out at 3.1 eV Å⁻¹. The calculation puts the frontier orbital gap at 6.69 eV.

ORCA input file:
```
! RIJCOSX wB97M-V def2-TZVPD def2/J DEFGRID3
* xyz 0 1
Pt -0.57 -0.28 0.08
C -0.33 -2.23 -4.51
C -0.90 -1.71 -3.19
C -1.03 -2.87 -2.20
P 0.01 -0.38 -2.25
C -0.06 1.24 -3.21
C 1.14 2.08 -2.80
C -0.15 1.14 -4.73
C 1.78 -0.79 -2.21
C 2.53 -1.17 -3.31
C 3.87 -1.53 -3.19
C 4.68 -1.90 -4.38
C 4.43 -1.55 -1.91
C 3.72 -1.13 -0.81
C 2.39 -0.67 -0.94
N 1.68 -0.18 0.11
C 2.24 0.43 1.18
C 3.42 1.18 1.09
C 3.97 1.78 2.21
C 3.37 1.64 3.46
C 4.01 2.23 4.68
C 2.16 0.96 3.54
C 1.57 0.40 2.43
P -0.07 -0.40 2.46
C 0.38 -1.91 3.47
C 1.32 -2.77 2.64
C -0.82 -2.73 3.93
C -1.06 0.61 3.69
C -2.53 0.26 3.54
C -0.90 2.11 3.45
H -1.05 -2.93 -4.94
H 0.59 -2.76 -4.35
H -0.17 -1.43 -5.23
H -1.89 -1.27 -3.37
H -0.04 -3.26 -1.95
H -1.63 -3.67 -2.61
H -1.50 -2.54 -1.27
H -0.97 1.72 -2.85
H 2.05 1.70 -3.27
H 1.29 2.06 -1.73
H 1.01 3.12 -3.12
H 0.74 0.67 -5.14
H -0.21 2.15 -5.15
H -1.03 0.59 -5.04
H 2.08 -1.18 -4.29
H 4.19 -1.60 -5.31
H 4.84 -2.98 -4.41
H 5.66 -1.43 -4.34
H 5.45 -1.88 -1.79
H 4.17 -1.15 0.17
H 3.89 1.31 0.13
H 4.88 2.35 2.11
H 5.09 2.32 4.54
H 3.82 1.60 5.55
H 3.61 3.22 4.89
H 1.67 0.88 4.51
H 0.92 -1.52 4.35
H 0.81 -3.12 1.74
H 1.66 -3.63 3.21
H 2.20 -2.20 2.33
H -1.41 -3.04 3.08
H -1.45 -2.17 4.62
H -0.46 -3.62 4.45
H -0.71 0.36 4.70
H -2.89 0.60 2.57
H -3.12 0.76 4.32
H -2.71 -0.81 3.60
H -1.20 2.35 2.43
H 0.13 2.45 3.59
H -1.54 2.66 4.14
C -1.05 3.06 -0.15
C -2.41 2.45 -0.17
C -3.57 3.24 -0.30
C -4.80 2.63 -0.31
C -4.89 1.23 -0.21
C -6.09 0.49 -0.26
Br -7.76 1.39 -0.50
C -6.08 -0.88 -0.18
C -4.89 -1.56 -0.01
Br -4.87 -3.46 0.11
C -3.64 -0.92 0.09
O -2.56 -1.56 0.27
C -3.67 0.52 -0.05
N -2.48 1.15 -0.03
H -0.99 3.86 0.58
H -0.81 3.48 -1.13
H -0.32 2.28 0.10
H -3.47 4.31 -0.38
H -5.70 3.22 -0.41
H -7.00 -1.44 -0.24
*
```

---

Entry 2:
This record from the OMol25 dataset describes C30H32Br2N4O6Si2W as an isolated structure in a non-equilibrium geometry. The level of theory is wB97M-V/def2-TZVPD.

As for the HOMO energy: -14.1 eV. The max |F| comes out at 2.6 eV Å⁻¹. For the energy above the lowest of the compared OMol25 structures with the same formula, charge and spin, the calculation gives 19.4 kcal per mole. The calculation puts the frontier orbital gap at 5.40 eV.

ORCA input file:
```
! RIJCOSX wB97M-V def2-TZVPD def2/J DEFGRID3
* xyz 2 1
W 0.22 0.03 -0.55
Br 2.51 -3.19 1.43
C 3.56 -1.84 0.60
C 4.95 -1.95 0.69
C 5.72 -1.00 0.05
C 5.08 -0.01 -0.69
C 3.71 0.01 -0.70
N 2.93 -0.87 -0.03
C 2.97 1.04 -1.51
O 3.48 1.86 -2.19
O 1.64 0.89 -1.34
H 5.39 -2.77 1.24
H 6.80 -1.04 0.12
H 5.63 0.74 -1.24
C 0.27 3.48 -1.55
Si 0.45 3.16 0.31
C 2.17 2.68 0.98
C 0.02 4.68 1.31
C -0.65 1.57 0.66
C -0.17 0.93 1.89
C -0.45 1.26 3.21
C 0.10 0.52 4.23
C 0.95 -0.55 3.92
C 1.20 -0.84 2.61
N 0.66 -0.12 1.59
Si -2.59 1.86 0.72
C -3.22 2.07 -1.04
C -3.09 3.38 1.70
C -3.27 0.34 1.63
H 1.19 3.88 -1.97
H -0.50 4.24 -1.72
H -0.01 2.61 -2.13
H 2.96 3.23 0.47
H 2.42 1.62 0.92
H 2.23 2.95 2.03
H 0.86 5.37 1.29
H -0.19 4.45 2.36
H -0.85 5.21 0.91
H -1.11 2.09 3.41
H -0.10 0.76 5.27
H 1.40 -1.15 4.69
H 1.85 -1.65 2.33
H -3.72 3.04 -1.12
H -3.96 1.31 -1.29
H -2.45 2.06 -1.81
H -2.72 4.31 1.26
H -2.79 3.36 2.75
H -4.18 3.44 1.69
H -4.06 -0.15 1.05
H -3.72 0.63 2.58
H -2.52 -0.41 1.85
O -4.82 -3.02 0.65
C -4.57 -4.14 0.00
O -5.00 -5.18 -0.32
C -3.46 -3.15 -0.03
C -2.31 -3.22 0.89
C -1.29 -2.37 0.79
N -1.18 -1.36 -0.19
C -2.19 -1.44 -1.19
C -3.25 -2.25 -1.16
C -1.92 -0.54 -2.35
O -2.49 -0.52 -3.38
O -0.85 0.26 -2.04
H -2.32 -3.96 1.68
H -0.45 -2.44 1.47
H -3.96 -2.23 -1.98
Br 0.66 -5.84 -2.47
C 0.98 -4.03 -2.88
C 1.49 -3.63 -4.10
C 1.66 -2.27 -4.32
C 1.33 -1.38 -3.32
N 0.87 -1.77 -2.12
C 0.67 -3.08 -1.92
H 1.75 -4.36 -4.86
H 2.02 -1.91 -5.27
H 1.44 -0.31 -3.48
H 0.24 -3.38 -0.98
*
```

---

Entry 3:
This record from the OMol25 dataset describes a 9-piece molecular cluster, C39H104N8O12 overall in a non-equilibrium geometry. The level of theory is wB97M-V/def2-TZVPD.

Its structure (SMILES) is COC[C@H](C)N.COC[C@H](C)N.COC[C@H](C)N.COC[C@H](C)N.COC[C@H](C)N.COCCNCCOC.COCCNCCOC.COCCNCCOC.CO. As for the HOMO energy: -8.6 eV. The max |F| comes out at 4.3 eV Å⁻¹. For the energy above the lowest of the compared OMol25 structures with the same formula, charge and spin, the calculation gives 24.5 kcal per mole. The calculation puts the frontier orbital gap at 8.89 eV.

ORCA input file:
```
! RIJCOSX wB97M-V def2-TZVPD def2/J DEFGRID3
* xyz 0 1
C 1.11 -10.62 -0.20
O 0.47 -9.73 -1.13
C 0.32 -10.24 -2.43
C -0.45 -9.21 -3.25
C -1.93 -8.81 -2.78
N -0.46 -9.47 -4.68
H 1.56 -9.92 0.51
H 1.86 -11.24 -0.69
H 0.35 -11.19 0.33
H 1.29 -10.30 -2.92
H -0.12 -11.22 -2.29
H 0.04 -8.26 -3.02
H -2.65 -9.63 -2.77
H -2.34 -8.04 -3.44
H -1.97 -8.57 -1.72
H -1.04 -10.24 -4.97
H -0.77 -8.62 -5.13
C -4.30 -1.06 -10.30
O -3.82 -0.44 -9.05
C -2.48 -0.66 -8.77
C -2.27 -0.52 -7.27
C -0.87 -0.66 -6.79
N -3.11 -1.50 -6.66
H -5.13 -0.46 -10.66
H -4.76 -2.01 -10.04
H -3.58 -1.19 -11.10
H -2.01 -1.51 -9.27
H -1.92 0.16 -9.20
H -2.57 0.47 -6.92
H -0.62 -0.18 -5.85
H -0.19 -0.25 -7.54
H -0.56 -1.69 -6.60
H -3.95 -1.17 -7.09
H -3.30 -1.34 -5.68
C 6.02 3.68 7.13
O 4.84 3.99 6.45
C 3.79 3.20 6.86
C 2.47 3.43 6.10
C 1.32 2.49 6.47
N 2.75 3.18 4.73
H 5.92 3.87 8.20
H 6.85 4.22 6.67
H 6.30 2.63 7.08
H 4.05 2.16 6.70
H 3.72 3.20 7.95
H 2.16 4.46 6.27
H 1.17 2.63 7.55
H 1.46 1.41 6.43
H 0.46 2.78 5.87
H 3.74 3.34 4.58
H 2.29 3.89 4.18
C -1.67 -3.56 -1.07
O -1.75 -2.19 -0.65
C -0.55 -1.54 -0.76
C -0.51 -0.57 0.46
C -1.78 0.27 0.66
N 0.66 0.27 0.46
H -2.64 -3.82 -1.48
H -1.39 -4.19 -0.22
H -0.85 -3.69 -1.78
H 0.34 -2.17 -0.74
H -0.49 -0.98 -1.69
H -0.36 -1.24 1.31
H -2.65 -0.39 0.64
H -1.88 0.84 -0.27
H -1.86 0.87 1.57
H 0.45 1.22 0.17
H 1.11 0.26 1.36
C 0.18 10.11 2.34
O 0.30 8.71 2.18
C 1.51 8.28 1.41
C 1.80 6.80 1.71
C 2.94 6.28 1.02
N 0.75 5.82 1.50
H -0.06 10.35 1.31
H 1.04 10.73 2.60
H -0.69 10.38 2.94
H 1.21 8.29 0.36
H 2.33 8.96 1.64
H 1.97 6.77 2.78
H 2.83 6.53 -0.03
H 3.10 5.21 1.18
H 3.88 6.62 1.44
H 0.44 6.08 0.58
H -0.08 6.01 2.03
C 6.50 -0.37 3.05
O 7.17 -0.96 4.15
C 6.92 -2.34 4.20
C 8.11 -3.27 3.80
N 8.51 -3.02 2.38
C 9.54 -3.94 1.96
C 10.11 -3.41 0.62
O 10.77 -2.12 0.77
C 11.51 -1.75 -0.36
H 6.77 0.67 3.20
H 5.42 -0.47 2.98
H 6.97 -0.70 2.13
H 6.09 -2.70 3.59
H 6.50 -2.63 5.16
H 7.80 -4.31 3.79
H 8.97 -2.94 4.39
H 9.01 -2.14 2.29
H 9.09 -4.91 1.73
H 10.30 -4.10 2.72
H 9.39 -3.47 -0.20
H 10.86 -4.07 0.18
H 12.13 -2.53 -0.79
H 11.96 -0.76 -0.29
H 10.73 -1.54 -1.11
C -2.58 5.78 3.97
O -2.84 5.78 2.59
C -4.22 5.97 2.26
C -4.43 5.88 0.75
N -3.75 6.99 0.09
C -3.73 6.91 -1.41
C -3.15 5.67 -2.04
O -1.82 5.34 -1.53
C -1.22 4.24 -2.31
H -1.52 5.73 4.24
H -3.03 4.94 4.51
H -2.92 6.73 4.38
H -4.61 6.90 2.69
H -4.85 5.27 2.82
H -5.47 5.73 0.44
H -3.96 4.95 0.44
H -2.77 7.06 0.35
H -2.98 7.65 -1.70
H -4.64 7.05 -2.00
H -3.08 5.94 -3.10
H -3.78 4.80 -1.86
H -0.20 4.10 -1.94
H -1.12 4.54 -3.35
H -1.83 3.34 -2.31
C -6.29 -6.08 1.36
O -6.44 -4.70 1.52
C -7.24 -4.14 0.44
C -7.49 -2.68 0.80
N -8.40 -2.02 -0.16
C -8.37 -0.64 -0.07
C -9.29 0.03 -1.14
O -8.90 -0.19 -2.45
C -7.76 0.46 -2.95
H -5.64 -6.45 2.15
H -5.74 -6.20 0.42
H -7.22 -6.64 1.45
H -8.18 -4.68 0.41
H -6.75 -4.26 -0.53
H -6.49 -2.24 0.84
H -7.93 -2.64 1.80
H -8.04 -2.23 -1.08
H -7.36 -0.23 -0.13
H -8.74 -0.26 0.88
H -9.33 1.11 -1.00
H -10.26 -0.41 -0.90
H -6.85 0.50 -2.35
H -7.94 1.54 -2.98
H -7.55 0.06 -3.94
C 4.82 -2.09 -0.74
O 5.73 -3.09 -0.38
H 5.34 -1.17 -1.01
H 4.34 -2.30 -1.69
H 4.19 -1.63 0.02
H 6.36 -2.78 0.28
*
```

---

Entry 4:
This record from the OMol25 dataset describes a 2-piece molecular cluster, C15H30Cl4INO3 overall in a non-equilibrium geometry. The level of theory is wB97M-V/def2-TZVPD.

Its structure (SMILES) is COCCCC[C@H](NI)[C@@H](OC)OC[C@H](C)C(C)C.ClC(Cl)(Cl)Cl. As for the HOMO energy: -8.5 eV. The max |F| comes out at 3.1 eV Å⁻¹. The calculation puts the frontier orbital gap at 8.62 eV.

ORCA input file:
```
! RIJCOSX wB97M-V def2-TZVPD def2/J DEFGRID3
* xyz 0 1
C -2.81 -4.23 0.22
O -3.64 -3.86 1.38
C -3.78 -2.39 1.50
C -2.49 -1.66 2.20
C -2.71 -0.04 2.49
C -3.03 0.86 1.16
C -1.74 1.42 0.33
N -1.70 0.96 -1.14
I -1.75 -1.08 -1.35
C -0.30 1.33 1.09
O 0.26 -0.01 1.28
C 1.00 0.03 2.58
O 0.67 2.23 0.38
C 1.59 1.44 -0.46
C 2.42 2.37 -1.57
C 1.70 3.83 -1.85
C 2.55 1.43 -2.95
C 1.19 1.43 -3.86
C 3.91 1.74 -3.81
H -3.17 -3.75 -0.81
H -1.73 -3.78 0.42
H -2.68 -5.38 0.05
H -4.71 -2.22 2.23
H -4.10 -1.94 0.46
H -1.51 -1.90 1.62
H -2.38 -2.15 3.28
H -1.86 0.42 3.20
H -3.70 0.01 3.17
H -3.68 1.79 1.54
H -3.80 0.22 0.51
H -1.94 2.60 0.22
H -0.93 1.43 -1.66
H -0.44 1.84 2.16
H 1.90 -0.75 2.60
H 0.31 -0.23 3.50
H 1.51 1.08 2.77
H 2.44 0.93 0.20
H 1.02 0.62 -1.13
H 3.50 2.57 -1.14
H 2.19 4.25 -2.85
H 0.54 3.78 -2.00
H 2.03 4.60 -1.00
H 2.67 0.32 -2.53
H 0.84 0.29 -3.98
H 1.37 1.88 -4.95
H 0.28 1.99 -3.40
H 4.89 1.79 -3.16
H 4.06 0.81 -4.54
H 3.80 2.69 -4.49
Cl 2.98 -3.02 3.83
C 2.39 -3.92 2.41
Cl 3.31 -3.42 0.97
Cl 2.59 -5.67 2.68
Cl 0.66 -3.56 2.16
*
```

---

Entry 5:
This record from the OMol25 dataset describes a 2-piece molecular cluster, C2H7N overall. The level of theory is wB97M-V/def2-TZVPD.

Its structure (SMILES) is C=C.N. As for the HOMO energy: -10.0 eV. The max |F| comes out at 1.0 eV Å⁻¹. For the energy above the lowest of the compared OMol25 structures with the same formula, charge and spin, the calculation gives 17.6 kcal per mole. The calculation puts the frontier orbital gap at 11.26 eV.

ORCA input file:
```
! RIJCOSX wB97M-V def2-TZVPD def2/J DEFGRID3
* xyz 0 1
C 1.04 0.48 1.35
C 0.57 -0.75 1.23
H 1.51 0.96 0.50
H 0.91 1.03 2.27
H 0.77 -1.39 0.37
H 0.04 -1.24 2.00
N -0.97 0.30 -2.04
H -1.40 -0.44 -2.57
H -0.85 -0.03 -1.09
H -1.61 1.08 -2.02
*
```

---

Entry 6:
This record from the OMol25 dataset describes C21H18BiN3O3S as an isolated structure. The level of theory is wB97M-V/def2-TZVPD.

As for the HOMO energy: -7.6 eV. The max |F| comes out at 0.3 eV Å⁻¹. The calculation puts the frontier orbital gap at 7.76 eV.

ORCA input file:
```
! RIJCOSX wB97M-V def2-TZVPD def2/J DEFGRID3
* xyz 0 1
Bi 0.50 2.16 0.23
O -1.81 1.97 -0.09
C -2.53 1.15 -0.76
C -3.78 0.71 -0.23
C -4.56 -0.20 -0.89
C -4.18 -0.73 -2.14
C -2.99 -0.31 -2.69
C -2.16 0.61 -2.03
C -0.96 1.04 -2.71
N -0.05 1.79 -2.21
C 1.10 2.12 -3.03
C 2.26 1.23 -2.64
N 2.32 1.09 -1.18
C 3.02 0.10 -0.75
C 3.33 -0.22 0.62
C 4.07 -1.39 0.85
C 4.46 -1.76 2.11
C 4.11 -0.92 3.19
C 3.39 0.23 2.99
C 2.97 0.62 1.70
O 2.28 1.71 1.55
H -4.07 1.13 0.72
H -5.50 -0.52 -0.45
H -4.81 -1.45 -2.65
H -2.68 -0.68 -3.66
H -0.86 0.71 -3.75
H 1.36 3.17 -2.84
H 0.89 2.03 -4.10
H 3.19 1.67 -3.01
H 2.15 0.25 -3.11
H 3.47 -0.57 -1.49
H 4.34 -2.01 0.00
H 5.03 -2.66 2.28
H 4.41 -1.19 4.19
H 3.11 0.88 3.82
O 0.18 0.02 0.36
N -0.81 -0.45 1.14
C -1.32 -1.63 0.73
C -2.29 -2.27 1.43
C -2.76 -1.66 2.60
C -2.26 -0.45 2.99
C -1.25 0.21 2.25
S -0.62 1.73 2.71
H -0.88 -1.99 -0.19
H -2.67 -3.22 1.07
H -3.54 -2.13 3.18
H -2.62 0.05 3.87
*
```

---

Entry 7:
This record from the OMol25 dataset describes one molecule with the formula C3H7NO2 in a non-equilibrium geometry. The level of theory is wB97M-V/def2-TZVPD.

Its structure (SMILES) is O=CCNCO. As for the HOMO energy: -9.4 eV. The max |F| comes out at 6.0 eV Å⁻¹. For the energy above the lowest of the compared OMol25 structures with the same formula, charge and spin, the calculation gives 70.1 kcal per mole. The calculation puts the frontier orbital gap at 10.05 eV.

ORCA input file:
```
! RIJCOSX wB97M-V def2-TZVPD def2/J DEFGRID3
* xyz 0 1
O -1.66 1.28 2.36
C -1.23 0.20 2.02
C -0.75 -0.01 0.54
N 0.77 -0.47 0.27
C 1.13 0.24 -1.05
O 0.12 0.06 -2.03
H -1.04 -0.63 2.73
H -1.35 -0.83 0.07
H -0.82 0.92 -0.03
H 0.91 -1.51 0.18
H 2.09 -0.32 -1.23
H 1.42 1.20 -0.92
H 0.41 -0.13 -2.92
*
```

---

Entry 8:
This record from the OMol25 dataset describes C6H7CdLiO7 as an isolated structure in a non-equilibrium geometry. The level of theory is wB97M-V/def2-TZVPD.

As for the HOMO energy: -17.9 eV. The max |F| comes out at 4.1 eV Å⁻¹. For the energy above the lowest of the compared OMol25 structures with the same formula, charge and spin, the calculation gives 45.7 kcal per mole. The calculation puts the frontier orbital gap at 7.54 eV.

ORCA input file:
```
! RIJCOSX wB97M-V def2-TZVPD def2/J DEFGRID3
* xyz 2 1
O 1.15 -1.05 1.03
C 1.02 -1.59 2.36
C -0.25 -0.95 1.99
O -1.35 -1.89 -0.10
C -1.77 -1.20 -1.11
O -0.58 -0.50 -1.51
O -2.84 -0.82 -1.45
Li 2.38 0.56 1.01
Cd 0.60 -2.08 -0.64
H 1.64 -1.04 3.08
H 1.05 -2.68 2.44
H -0.37 0.12 2.20
H -1.13 -1.52 2.30
O 0.97 1.85 -0.52
C -0.26 2.15 -0.03
C 0.80 1.45 -1.90
O -0.46 2.64 1.04
O -1.20 1.65 -0.84
C -0.61 0.87 -1.86
H 1.58 0.74 -2.17
H 0.88 2.32 -2.56
H -1.24 0.94 -2.75
*
```